Record 1
Molecular formula: C5H10OS2
Method: DFT, the ωB97M-V functional and the def2-TZVPD basis

The geometry in XYZ format:
```
18
Properties=species:S:1:pos:R:3:forces:R:3
C -3.638 0.222 0.509 0.3 -1.2 0.1
C -2.596 -0.882 0.455 0.1 0.5 -0.5
O -4.566 0.133 1.301 -0.3 0.7 0.0
C -3.509 1.249 -0.484 0.4 0.5 -0.3
S 5.760 -0.417 0.234 -0.9 0.2 -0.5
S 0.760 0.350 0.386 -0.1 0.2 0.0
C 2.515 0.031 0.471 0.0 0.0 0.3
C 3.160 -0.119 -0.893 0.1 -0.9 1.1
H -1.822 -0.769 1.210 -0.2 -0.1 0.3
H -2.070 -0.791 -0.498 0.1 -0.3 -0.1
H -3.108 -1.839 0.526 0.1 0.0 0.2
H -4.166 2.096 -0.617 -0.3 -0.1 0.4
H -2.668 1.216 -1.163 0.1 -0.1 0.0
H 2.720 -0.816 1.130 0.0 -0.2 -0.3
H 2.993 0.844 1.034 -0.3 0.3 -0.2
H 3.110 -1.142 -1.248 -0.3 0.0 -0.3
H 2.849 0.616 -1.620 0.2 0.2 -0.2
H 4.275 0.020 -0.735 1.1 0.3 0.0
```
Positions in Å, forces in eV/Å.

Output
HOMO-LUMO gap (eV): 2.98
Energy above the lowest of the compared OMol25 structures with the same formula, charge and spin (kJ/mol): 873.5
E_HOMO (eV): -7.724
LUMO (Ha): -0.174
Charge: 0

Löwdin atomic charge list, values in e, 2 entries: atom 1 (C): -0.511, atom 2 (C): -0.051

***

Record 2
Molecular formula: C5H10P2
Method: DFT, the ωB97M-V functional and the def2-TZVPD basis

The geometry in XYZ format:
```
17
Properties=species:S:1:pos:R:3:forces:R:3
C -2.632 -0.175 -0.818 -1.6 -1.5 -1.0
C 1.144 -1.281 0.114 0.0 2.2 1.5
C 0.862 1.138 1.035 1.6 -0.8 1.2
C -0.105 0.531 -1.046 -1.8 1.2 -0.9
C 0.721 0.167 -0.082 -0.3 -0.2 -0.7
P -3.113 -0.983 0.769 0.8 0.3 0.3
P -3.368 1.052 -0.002 0.2 -0.1 -0.8
H -2.411 -0.809 -1.724 -0.2 1.6 1.0
H 0.403 -1.784 -0.414 -0.4 -1.8 -1.3
H 0.850 -1.357 1.131 -0.5 -0.7 1.3
H 2.164 -1.641 0.201 0.2 0.3 -1.1
H 0.410 0.671 1.949 0.4 0.6 -0.5
H 0.460 2.130 0.872 -0.2 0.0 -0.2
H 1.952 1.226 1.204 -0.4 0.3 0.5
H -0.634 -0.021 -1.857 1.6 0.1 0.6
H -0.620 1.509 -0.892 0.8 -0.6 -0.5
H -1.823 -0.657 1.284 -0.1 -0.5 0.6
```
Positions in Å, forces in eV/Å.

Output
HOMO-LUMO gap (eV): 8.37
Energy above the lowest of the compared OMol25 structures with the same formula, charge and spin (kJ/mol): 150.0
E_HOMO (eV): -8.589
SMILES string: C1=P#[PH]1.C=C(C)C
LUMO (Ha): -0.008
Charge: 0

Löwdin atomic charge list, values in e, 2 entries: atom 1 (C): -0.908, atom 2 (C): -0.042

***

Record 3
Molecular formula: C5H10S2
Method: DFT, the ωB97M-V functional and the def2-TZVPD basis

The geometry in XYZ format:
```
17
Properties=species:S:1:pos:R:3:forces:R:3
C 1.082 -0.945 -1.736 0.1 -1.4 -0.6
C 0.781 0.156 -0.984 2.0 -3.6 0.3
C 1.540 1.491 1.194 -4.7 0.2 -0.1
C 0.864 0.186 0.539 -1.2 1.0 0.8
C -2.799 -0.106 1.123 -0.1 -0.3 -1.4
S -2.576 0.718 -0.323 0.1 -1.4 -0.8
S -2.947 -1.739 1.350 0.5 -0.7 -0.9
H 1.181 -0.988 -2.899 -0.6 0.7 2.2
H 1.265 -2.049 -1.348 -0.3 2.6 -0.2
H 2.398 1.703 0.699 2.7 0.8 -1.4
H 1.706 1.418 2.243 0.4 -0.7 0.8
H 0.836 2.436 1.190 1.2 -1.8 -0.6
H -0.219 0.175 0.875 1.3 -0.1 0.0
H 1.363 -0.717 0.941 -0.3 0.4 -0.4
H 0.605 1.026 -1.512 -0.4 1.9 -0.8
H -2.403 -0.239 -1.474 -0.3 1.1 1.9
H -2.677 -2.527 0.123 -0.4 1.4 1.2
```
Positions in Å, forces in eV/Å.

Output
HOMO-LUMO gap (eV): 9.19
Energy above the lowest of the compared OMol25 structures with the same formula, charge and spin (kJ/mol): 363.9
E_HOMO (eV): -9.300
LUMO (Ha): -0.004
Charge: 0

Löwdin atomic charge list, values in e, 2 entries: atom 1 (C): -0.037, atom 2 (C): -0.236

***

Record 4
Molecular formula: C5H10S2
Method: DFT, the ωB97M-V functional and the def2-TZVPD basis

The geometry in XYZ format:
```
17
Properties=species:S:1:pos:R:3:forces:R:3
C -0.776 -0.765 1.619 2.3 -1.9 -4.1
C -0.632 -0.453 -0.239 -1.7 -0.4 3.0
C -2.085 -1.027 2.232 -2.4 1.8 0.1
C 1.995 1.387 -1.341 -1.4 -3.7 5.7
C 1.317 0.351 -2.208 -4.1 2.0 2.5
S -0.197 0.885 1.014 0.2 1.2 1.5
S 0.690 -1.085 -1.161 0.2 -0.1 -0.6
H 0.013 -1.553 1.837 -0.7 1.4 -0.2
H -1.680 -0.179 -0.483 0.8 -0.7 -0.8
H -2.190 -2.002 2.654 0.4 -0.8 0.3
H -3.065 -0.945 1.579 2.1 0.4 1.0
H -2.113 -0.288 3.100 -0.7 -0.8 -0.8
H 1.173 1.835 -0.586 2.1 -0.8 -1.8
H 2.837 0.842 -0.657 -1.9 1.3 -1.5
H 2.449 2.118 -1.827 1.9 3.4 -2.4
H 1.926 0.002 -2.959 1.1 -1.1 -1.9
H 0.336 0.876 -2.574 1.9 -1.3 0.0
```
Positions in Å, forces in eV/Å.

Output
HOMO-LUMO gap (alpha / beta) (eV): 5.57 / 6.18
Energy above the lowest of the compared OMol25 structures with the same formula, charge and spin (kJ/mol): 365.0
E_HOMO (alpha / beta) (eV): -4.707 / -8.729
2S+1: 3
⟨S²⟩: 2.007
LUMO (alpha / beta) (Ha): 0.032 / -0.094
Charge: 0

Löwdin atomic charge list, values in e, 2 entries: atom 1 (C): -0.551, atom 2 (C): -0.839

***

Record 5
Molecular formula: C5H10S3
Method: DFT, the ωB97M-V functional and the def2-TZVPD basis

The geometry in XYZ format:
```
18
Properties=species:S:1:pos:R:3:forces:R:3
C 1.508 -2.034 0.400 0.0 -1.0 0.0
C 0.946 0.257 -0.852 0.0 0.8 -0.9
C -0.473 0.883 -0.472 -2.1 -0.1 -1.9
C -0.433 2.235 0.291 0.7 -0.9 -1.0
C -1.606 -0.141 0.022 3.1 -0.2 -0.1
H 0.136 -1.947 -0.022 4.7 -1.0 1.4
H 2.521 -2.511 -0.608 -3.7 0.4 3.3
H 1.635 -2.539 1.796 -0.4 1.3 -4.8
H 0.844 -0.669 -1.473 -0.4 1.1 0.1
H 1.489 1.042 -1.486 -0.8 -1.0 0.8
H -0.822 1.143 -1.568 0.3 -0.7 2.1
H -1.369 2.595 0.815 0.9 -0.4 -1.3
H -0.042 2.832 -0.610 -0.4 0.3 2.3
H 0.276 2.009 1.091 0.4 0.9 0.0
H -2.933 -1.282 1.628 2.7 1.6 0.6
S 2.127 -0.300 0.375 -0.9 -0.1 1.0
S -1.664 -0.432 1.819 -3.1 -1.2 -2.2
S -2.140 -1.140 -1.144 -0.9 0.1 0.5
```
Positions in Å, forces in eV/Å.

Output
HOMO-LUMO gap (eV): 7.73
Energy above the lowest of the compared OMol25 structures with the same formula, charge and spin (kJ/mol): 638.0
E_HOMO (eV): -8.424
LUMO (Ha): -0.025
Charge: 0

Löwdin atomic charge list, values in e, 2 entries: atom 1 (C): -0.516, atom 2 (C): -0.555

***

Record 6
Molecular formula: C5H10Si
Method: DFT, the ωB97M-V functional and the def2-TZVPD basis

The geometry in XYZ format:
```
16
Properties=species:S:1:pos:R:3:forces:R:3
C 1.670 3.845 -0.912 0.6 2.4 -1.0
C 1.104 2.796 -0.749 -1.3 -3.3 1.1
C -1.687 0.196 -1.043 3.0 1.6 -0.3
C 1.310 -1.152 -0.656 -0.5 0.6 -0.8
C -0.344 -0.550 1.884 -0.5 -0.1 0.3
Si -0.130 -0.069 0.079 -0.1 0.8 -0.8
H 1.985 4.836 -1.267 -0.1 -1.1 0.6
H -1.110 -0.018 -1.956 -0.5 0.6 -0.4
H -2.297 -0.617 -0.961 -1.8 -2.4 0.6
H -2.319 1.099 -1.153 1.0 -0.3 0.4
H 2.156 -0.442 -0.908 -0.8 -1.0 0.4
H 1.609 -2.017 -0.028 0.0 0.9 0.0
H 0.983 -1.640 -1.614 0.2 0.7 0.6
H 0.626 -1.041 2.147 -1.1 0.4 0.3
H -0.686 0.216 2.592 1.0 0.4 -0.2
H -1.247 -1.199 2.078 1.1 -0.2 -0.9
```
Positions in Å, forces in eV/Å.

Output
HOMO-LUMO gap (eV): 7.51
Energy above the lowest of the compared OMol25 structures with the same formula, charge and spin (kJ/mol): 447.3
E_HOMO (eV): -8.392
LUMO (Ha): -0.033
Charge: 0

Löwdin atomic charge list, values in e, 2 entries: atom 1 (C): -0.239, atom 2 (C): -0.239